Below is a 3-piece molecular cluster, C13H27ClNO9S2 overall, with properties calculated with the ωB97M-V functional and the def2-TZVPD basis.

```
53
Properties=species:S:1:pos:R:3:lowdin_charge:R:1
C 5.5834 -0.0088 -5.3825 -0.147
C 4.7588 0.0612 -3.9671 -0.303
C 3.1016 -0.0409 -4.1592 -0.643
Cl 2.4120 1.2193 -2.9299 0.537
S 2.5738 -1.8111 -3.7448 0.640
O 3.7800 -2.7195 -4.2051 -0.443
O 2.4749 -2.0238 -2.2003 -0.424
N 1.1860 -2.3727 -4.6418 -0.361
S -0.2932 -1.5873 -4.1541 0.675
O -0.2010 -0.7446 -2.8607 -0.438
O -1.3161 -2.7476 -3.8381 -0.445
C -0.9733 -0.6710 -5.6464 -0.271
O -1.7011 0.5692 -5.3315 -0.261
C -0.7983 1.6565 -4.9206 -0.121
H 5.7763 -1.1491 -5.6272 0.083
H 5.0495 0.4965 -6.2951 0.072
H 6.6077 0.5835 -5.2247 0.080
H 5.0016 1.1299 -3.4944 0.093
H 5.1045 -0.7263 -3.1639 0.122
H 2.7626 0.2819 -5.2511 0.107
H -1.7627 -1.4102 -6.1515 0.138
H -0.1149 -0.5313 -6.4519 0.123
H -1.0318 1.8816 -3.7724 0.113
H 0.3097 1.2550 -5.0106 0.069
H -0.9476 2.6518 -5.5175 0.095
O 1.0464 2.2316 1.2201 0.065
C 0.1048 1.4624 1.0429 -0.501
O -0.9768 1.5004 1.8509 -0.022
C -2.1942 0.7652 1.6294 -0.233
C -2.0752 -0.6511 2.1568 -0.064
C 0.1746 0.4086 -0.0261 -0.001
H -2.4879 0.8014 0.5752 0.119
H -2.9783 1.2897 2.1859 0.114
H -1.2892 -1.2092 1.6428 0.076
H -3.0189 -1.1897 2.0329 0.084
H -1.8149 -0.6422 3.2206 0.059
H 0.7528 -0.4401 0.3455 0.111
H 0.6767 0.8354 -0.9017 0.035
H -0.7978 0.0637 -0.3724 0.065
O -4.5045 -1.4311 7.8205 0.074
C -3.4936 -0.7682 7.6006 -0.506
O -3.5819 0.4539 7.0322 -0.007
C -2.4844 1.3739 6.8873 -0.226
C -1.6709 1.0557 5.6483 -0.063
C -2.1330 -1.3393 7.8844 0.002
H -1.8760 1.4050 7.7971 0.113
H -2.9274 2.3697 6.7786 0.123
H -1.2236 0.0604 5.7028 0.069
H -0.8695 1.7877 5.5141 0.092
H -2.3090 1.0690 4.7582 0.072
H -1.8409 -1.9939 7.0605 0.099
H -2.1879 -1.9226 8.8105 0.093
H -1.3618 -0.5882 8.0444 0.067
```

## Properties
- total charge = -1
- HOMO (eV) = -6.2
- HOMO-LUMO gap (eV) = 8.30

---

Below is C33H54BrN4O3P2PdSe as an isolated structure, with properties calculated with the ωB97M-V functional and the def2-TZVPD basis.

```
99
Properties=species:S:1:pos:R:3:lowdin_charge:R:1
Pd 0.5499 -1.7667 0.4239 0.581
C 0.5563 -0.2764 3.4831 -0.210
P 0.2504 -1.8244 2.5961 0.779
C 1.3354 -3.0396 3.3978 -0.206
C -1.4648 -2.3609 2.9735 -0.367
C -1.7349 -3.5722 2.0773 -0.377
P -1.2760 -3.0981 0.3560 0.777
C -2.8059 -2.3857 -0.3173 -0.257
C -1.1312 -4.6798 -0.5297 -0.225
H 0.6296 -0.4844 4.5515 0.063
H -0.2593 0.4237 3.3048 0.043
H 1.4934 0.1505 3.1279 0.049
H 0.9908 -3.2392 4.4137 0.063
H 2.3435 -2.6286 3.4306 0.057
H 1.3797 -3.9560 2.8147 0.050
H -2.1218 -1.5321 2.6953 0.085
H -1.6034 -2.5647 4.0354 0.097
H -2.7690 -3.9134 2.1230 0.095
H -1.0939 -4.4106 2.3645 0.085
H -3.6366 -3.0865 -0.2310 0.059
H -2.6462 -2.1212 -1.3626 0.048
H -3.0258 -1.4630 0.2194 0.013
H -1.9850 -5.3164 -0.2924 0.062
H -0.2105 -5.1791 -0.2273 0.039
H -1.1076 -4.5003 -1.6037 0.040
C 0.8772 -0.2133 -3.8026 -0.048
N 1.1699 -1.6364 -3.8692 -0.124
C 1.8935 -2.0517 -5.0707 -0.039
C 1.1951 -2.3594 -2.7319 -0.473
O 1.1883 -1.7729 -1.6328 -0.101
N 1.2343 -3.7224 -2.8401 -0.135
C 0.7054 -4.4467 -3.9816 -0.060
C 1.9068 -4.5273 -1.8281 -0.039
H 0.3662 0.0805 -4.7195 0.097
H 1.7957 0.3712 -3.7038 0.104
H 0.2340 0.0068 -2.9497 -0.028
H 2.5448 -1.2343 -5.3814 0.096
H 1.2157 -2.2804 -5.8955 0.094
H 2.5180 -2.9169 -4.8708 0.088
H 0.1065 -3.7852 -4.6040 0.090
H 0.0673 -5.2553 -3.6173 0.086
H 1.4905 -4.8973 -4.5955 0.095
H 1.9650 -3.9922 -0.8861 0.050
H 2.9227 -4.7720 -2.1536 0.104
H 1.3666 -5.4666 -1.6868 0.079
Br 9.0272 0.1874 1.9421 0.741
C 7.2411 -0.3828 1.6288 -0.679
C 6.2568 0.5591 1.3644 -0.117
C 4.9573 0.1371 1.1437 -0.016
C 4.6448 -1.2188 1.1779 -0.136
C 5.6458 -2.1489 1.4352 -0.014
C 6.9465 -1.7362 1.6669 -0.115
C 3.2468 -1.7174 0.9426 -0.609
O 3.0335 -2.9280 0.8219 -0.024
O 2.3313 -0.8003 0.9058 -0.192
H 6.5082 1.6107 1.3311 0.102
H 4.1730 0.8535 0.9348 0.108
H 5.3908 -3.1997 1.4459 0.118
H 7.7262 -2.4572 1.8727 0.104
C -6.4588 0.6165 0.3190 -0.106
C -5.5585 1.7530 -0.1538 -0.263
C -4.5654 1.2787 -1.2108 -0.191
C -3.5906 2.3598 -1.6750 -0.149
N -2.7586 2.8700 -0.5965 -0.019
C -1.6249 2.2728 -0.1449 -0.631
Se -0.8616 0.7145 -0.7584 0.766
N -1.1082 3.0567 0.8365 -0.020
C 0.1573 2.7959 1.5058 -0.165
C 1.3676 3.2716 0.7087 -0.191
C 1.3578 4.7602 0.3763 -0.263
C 2.6124 5.1725 -0.3859 -0.105
C -1.9190 4.1645 1.0250 -0.150
C -1.8384 5.2483 1.8873 -0.005
C -2.8418 6.2002 1.8075 -0.075
C -3.8898 6.0803 0.8972 -0.074
C -3.9756 5.0011 0.0326 -0.004
C -2.9736 4.0450 0.1105 -0.148
H -7.1774 0.9642 1.0612 0.074
H -5.8658 -0.1834 0.7701 0.067
H -7.0156 0.1887 -0.5175 0.076
H -5.0196 2.1718 0.7007 0.106
H -6.1685 2.5653 -0.5602 0.111
H -5.1080 0.9070 -2.0850 0.124
H -3.9807 0.4407 -0.8263 0.072
H -4.1300 3.2066 -2.0992 0.126
H -2.9267 1.9631 -2.4428 0.104
H 0.2367 1.7182 1.6456 0.058
H 0.1146 3.2805 2.4822 0.130
H 1.4312 2.6817 -0.2086 0.096
H 2.2572 3.0285 1.2966 0.119
H 1.2771 5.3443 1.2989 0.108
H 0.4743 5.0027 -0.2213 0.108
H 3.5072 4.9993 0.2158 0.074
H 2.5829 6.2294 -0.6509 0.073
H 2.7112 4.5948 -1.3072 0.076
H -1.0209 5.3566 2.5877 0.111
H -2.8103 7.0598 2.4638 0.109
H -4.6537 6.8458 0.8646 0.109
H -4.7952 4.9113 -0.6671 0.111
```

## Properties
- total charge = +1
- HOMO (eV) = -9.8
- HOMO-LUMO gap (eV) = 7.55
- energy relative to the best compared isomer or geometry (same formula, charge and spin) (kcal/mol) = 16.4

---

Below is C47H51AsInN2O3PSb2 as an isolated structure, with properties calculated with the ωB97M-V functional and the def2-TZVPD basis.

```
108
Properties=species:S:1:pos:R:3:lowdin_charge:R:1
In -0.1522 -0.0196 -0.4218 0.612
C -2.8664 1.4124 -2.8684 -0.331
C -3.8879 0.3099 -2.5630 -0.322
C -3.3067 -1.0980 -2.6923 -0.329
Sb -2.2620 -1.8608 -0.9936 1.545
C -1.4246 -3.6606 -1.6958 -0.396
C -0.7117 -4.4492 -0.7881 -0.134
C -0.1598 -5.6572 -1.2032 -0.078
C -0.3174 -6.0756 -2.5238 -0.070
C -1.0133 -5.2827 -3.4306 -0.052
C -1.5690 -4.0725 -3.0202 -0.107
C -3.7386 -2.4118 0.3752 -0.384
C -4.1558 -1.5420 1.3796 -0.129
C -5.1572 -1.9571 2.2446 -0.049
C -5.7168 -3.2231 2.1086 -0.031
C -5.2964 -4.0775 1.0976 -0.041
C -4.2940 -3.6808 0.2210 -0.108
Sb -1.7815 2.2364 -1.2166 1.540
C -0.7550 3.8255 -2.1133 -0.394
C 0.4856 4.2176 -1.6107 -0.152
C 1.1485 5.2913 -2.1896 -0.067
C 0.5793 5.9613 -3.2663 -0.038
C -0.6541 5.5659 -3.7658 -0.038
C -1.3296 4.4940 -3.1931 -0.110
C -3.3354 2.9731 -0.0195 -0.369
C -3.4971 2.6031 1.3118 -0.125
C -4.5765 3.1224 2.0165 -0.050
C -5.4634 3.9927 1.3960 -0.029
C -5.2803 4.3595 0.0674 -0.035
C -4.2097 3.8507 -0.6556 -0.106
H -3.3752 2.2947 -3.2597 0.060
H -2.1367 1.0920 -3.6124 0.073
H -4.6799 0.3897 -3.3101 0.129
H -4.3798 0.4642 -1.5990 0.105
H -2.6240 -1.1698 -3.5404 0.065
H -4.0974 -1.8410 -2.8224 0.083
H -0.6116 -4.1457 0.2495 0.099
H 0.3696 -6.2847 -0.4954 0.125
H 0.0753 -7.0355 -2.8375 0.129
H -1.1431 -5.6144 -4.4537 0.127
H -2.1309 -3.4810 -3.7329 0.105
H -3.7123 -0.5592 1.4904 0.084
H -5.5060 -1.2933 3.0251 0.119
H -6.4869 -3.5444 2.7977 0.126
H -5.7497 -5.0536 0.9832 0.125
H -3.9684 -4.3517 -0.5647 0.104
H 0.9230 3.7119 -0.7559 0.084
H 2.1033 5.6166 -1.7952 0.115
H 1.0940 6.8024 -3.7124 0.126
H -1.0968 6.0914 -4.6019 0.127
H -2.2939 4.2079 -3.5937 0.096
H -2.8035 1.9292 1.7976 0.064
H -4.7185 2.8480 3.0538 0.110
H -6.3023 4.3936 1.9499 0.126
H -5.9688 5.0447 -0.4106 0.127
H -4.0708 4.1559 -1.6868 0.102
N 4.1077 0.8505 -2.4916 0.183
C 3.4197 -0.3150 -3.1808 -0.129
P 2.1720 -1.1010 -2.0494 0.433
O 0.7889 -1.2018 -2.6188 -0.376
O 2.2844 -0.3045 -0.7584 -0.373
C 2.6466 -2.8709 -1.8140 -0.134
N 1.9227 -3.7202 -2.8390 0.178
H 3.8207 0.8553 -1.5022 0.136
H 3.8284 1.7485 -2.8928 0.181
H 5.1273 0.7965 -2.5492 0.185
H 4.1812 -1.0382 -3.4665 0.115
H 2.9286 0.0394 -4.0849 0.122
H 2.2550 -3.1524 -0.8361 0.114
H 3.7172 -3.0651 -1.8294 0.121
H 1.0348 -3.2461 -3.0698 0.116
H 1.7127 -4.6616 -2.4873 0.136
H 2.4514 -3.8330 -3.7066 0.182
O -0.8753 -0.0931 1.5109 -0.636
As -0.4673 -0.0156 3.1883 1.293
C 1.4218 0.0794 3.4004 -0.306
C 1.9253 0.6425 4.5710 -0.070
C 3.2860 0.5635 4.8331 -0.030
C 4.1299 -0.0815 3.9390 -0.036
C 3.6241 -0.6341 2.7682 -0.065
C 2.2664 -0.5586 2.4991 -0.117
C -1.2003 1.5482 3.9536 -0.346
C -0.6414 2.7733 3.5797 -0.105
C -1.1295 3.9391 4.1444 -0.042
C -2.1524 3.8763 5.0880 -0.029
C -2.7050 2.6562 5.4545 -0.045
C -2.2370 1.4808 4.8820 -0.080
C -1.0545 -1.6090 4.0232 -0.308
C -1.3661 -2.7174 3.2432 -0.102
C -1.6948 -3.9139 3.8635 -0.052
C -1.6919 -3.9971 5.2505 -0.031
C -1.3556 -2.8918 6.0237 -0.033
C -1.0293 -1.6896 5.4146 -0.082
H 1.2690 1.1442 5.2716 0.115
H 3.6882 1.0051 5.7355 0.128
H 5.1867 -0.1576 4.1593 0.124
H 4.2904 -1.1369 2.0780 0.108
H 1.8658 -1.0118 1.6018 0.058
H 0.1761 2.8098 2.8691 0.110
H -0.7072 4.8962 3.8677 0.122
H -2.5178 4.7880 5.5431 0.127
H -3.4966 2.6183 6.1922 0.126
H -2.6654 0.5267 5.1621 0.106
H -1.3465 -2.6410 2.1634 0.067
H -1.9591 -4.7781 3.2672 0.114
H -1.9412 -4.9314 5.7365 0.126
H -1.3426 -2.9683 7.1028 0.127
H -0.7543 -0.8353 6.0211 0.114
```

## Properties
- total charge = +4
- HOMO (eV) = -17.7
- HOMO-LUMO gap (eV) = 6.52
- energy relative to the best compared isomer or geometry (same formula, charge and spin) (kcal/mol) = 16.3

---

Below is a 14-piece molecular cluster, H30O15 overall, with properties calculated with the ωB97M-V functional and the def2-TZVPD basis.

```
45
Properties=species:S:1:pos:R:3:lowdin_charge:R:1
H -1.2133 0.3125 -0.4281 0.060
H 0.2103 -0.2977 -0.3675 0.028
H 4.2516 -0.6220 -1.7020 0.042
H 4.1209 1.0502 -1.6925 0.086
H -3.6416 2.7113 1.3001 0.048
H -2.2389 2.0350 1.2883 -0.017
H -0.0298 1.1533 -3.2838 0.044
H -0.9691 0.0604 -2.9973 0.040
H 0.7102 -1.7447 -4.7211 0.055
H 0.9387 -2.9548 -3.8151 0.027
H -3.3779 -2.4025 -0.7595 0.037
H -3.0130 -3.5238 0.1383 0.129
H -0.6614 2.6879 3.7772 0.074
H 0.4626 2.5899 4.7636 -0.013
H -0.3718 -3.1330 2.4965 -0.041
H 0.8895 -3.6500 1.6921 0.052
H 1.4205 0.8350 4.1107 0.026
H 1.2004 0.7103 2.6076 0.093
H -5.5747 0.6916 -1.3076 0.075
H -4.6130 0.1838 -2.5098 -0.016
H 3.0929 3.8429 0.6603 0.066
H 2.2131 2.7338 -0.1698 0.077
H 1.0835 -1.0474 -1.6511 -0.047
H 1.6386 -2.3231 -1.2704 0.074
H -1.7110 -0.7263 0.7809 0.064
H -1.2336 -1.7801 -0.2664 0.061
H 2.7033 -2.3989 3.5376 0.081
H 2.8146 -1.3494 2.4694 0.028
H 1.0208 3.2334 -1.2436 -0.004
H 0.5635 2.7597 -2.5420 0.047
O -0.4774 0.1357 0.1899 -0.146
O 3.6422 0.1469 -1.7617 -0.117
O -3.0974 1.9863 1.6433 -0.040
O -0.0751 0.3090 -2.8212 -0.021
O 0.4555 -2.7086 -4.6287 -0.088
O -2.6492 -2.6219 -0.1872 -0.072
O -0.4824 2.6896 4.7910 -0.114
O 0.1279 -3.8596 2.3006 -0.057
O 0.7414 1.0395 3.4770 -0.099
O -5.2724 0.7892 -2.2563 -0.061
O 2.4694 3.7285 -0.1000 -0.122
O 1.4970 -1.4261 -0.9343 -0.008
O -1.0073 -1.3470 0.6019 -0.172
O 2.1319 -1.8241 2.9488 -0.068
O 1.3101 3.3254 -2.1578 -0.090
```

## Properties
- total charge = 0
- HOMO (eV) = -5.6
- HOMO-LUMO gap (eV) = 4.98
- energy relative to the best compared isomer or geometry (same formula, charge and spin) (kcal/mol) = 277.5

---

- Among the records above, which one has the lowest HOMO-LUMO gap?
  H30O15

---

- What is the HOMO-LUMO gap in the fourth record?
  4.98 eV